Below is C31H28CrF5N8O4S as an isolated structure in a non-equilibrium geometry, with properties calculated with ωB97M-V with the def2-TZVPD basis set.

Geometry as ORCA input:
```
! wB97M-V def2-TZVPD RIJCOSX def2/J DEFGRID3
* xyz 2 4
Cr 0.70 -0.03 1.23
N -2.60 0.09 2.14
N -2.58 -0.44 3.46
C -1.34 -0.62 3.99
N -1.25 -1.27 5.19
N -0.30 -0.14 3.26
N 1.03 -0.23 3.78
O 1.96 -0.18 2.90
O 1.28 -0.48 4.93
H -3.24 -0.53 1.63
H -1.64 -0.22 1.80
H -3.31 0.02 4.05
H -2.17 -1.30 5.67
H -0.39 -1.16 5.76
N 3.22 2.09 1.07
C 2.01 2.65 1.51
C 2.03 3.97 2.00
C 0.85 4.62 2.40
C -0.37 3.90 2.31
C -0.30 2.67 1.69
N 0.83 2.01 1.43
C 3.51 0.86 0.57
C 4.87 0.53 0.35
C 5.18 -0.31 -0.68
C 4.17 -1.03 -1.32
C 2.86 -0.84 -0.90
N 2.52 0.03 0.08
H 4.00 2.69 1.29
H 2.99 4.43 2.26
H 0.90 5.68 2.57
H -1.27 4.23 2.79
H -1.24 2.11 1.59
H 5.59 1.31 0.67
H 6.20 -0.45 -0.99
H 4.44 -1.64 -2.17
H 2.06 -1.48 -1.34
O -0.73 0.29 -0.19
S -0.60 -0.29 -1.64
C -2.29 -1.11 -1.78
C -3.48 -0.37 -2.39
C -4.08 -0.63 -3.62
C -5.14 0.13 -4.04
C -5.61 1.21 -3.31
C -4.95 1.45 -2.03
C -3.88 0.74 -1.65
C -0.76 1.19 -2.63
C 0.27 1.17 -3.68
C 1.55 1.82 -3.51
C 2.43 1.76 -4.62
C 2.21 1.02 -5.76
C 0.93 0.38 -5.96
C 0.04 0.39 -4.85
H -2.49 -1.56 -0.79
H -2.11 -2.01 -2.44
H -3.78 -1.47 -4.22
H -5.52 -0.16 -4.98
H -6.43 1.84 -3.63
H -5.39 2.21 -1.46
H -3.18 1.08 -0.80
H -0.67 2.11 -2.00
H -1.74 1.22 -3.15
H 1.90 2.14 -2.43
H 3.43 2.19 -4.46
H 3.02 0.81 -6.49
H 0.58 -0.06 -6.91
H -0.93 -0.18 -4.76
F 0.37 -5.79 4.84
C 0.51 -5.15 3.66
C 1.72 -4.72 3.11
F 2.87 -5.37 3.33
C 1.71 -3.61 2.27
F 2.93 -3.04 2.14
C 0.54 -3.02 1.76
O 0.55 -2.04 0.93
C -0.63 -3.61 2.26
F -1.81 -3.15 1.83
C -0.70 -4.62 3.20
F -1.87 -4.76 3.88
*
```

Below is a 12-piece molecular cluster, C45H102O17 overall in a non-equilibrium geometry, with properties calculated with ωB97M-V with the def2-TZVPD basis set.

Calculated values
SMILES: C1CCOC1.C1CCOC1.C1CCOC1.C1CCOC1.C1CCOC1.C1CCOC1.COCCOC.COCCOC.COCCOC.COCCOC.COCCOC.CO

Geometry as ORCA input:
```
! wB97M-V def2-TZVPD RIJCOSX def2/J DEFGRID3
* xyz 0 1
C 3.19 -0.26 4.67
C 1.67 -0.42 4.78
C 1.52 -1.49 3.67
O 2.37 -1.04 2.61
C 3.40 -0.13 3.18
H 3.64 -1.19 5.00
H 3.67 0.50 5.28
H 1.09 0.48 4.54
H 1.29 -0.74 5.75
H 0.46 -1.58 3.42
H 1.93 -2.43 4.03
H 3.21 0.86 2.77
H 4.43 -0.45 3.01
C -1.52 3.55 6.24
C -0.75 4.40 7.26
C 0.65 3.80 7.30
O 0.67 2.78 6.29
C -0.36 2.93 5.40
H -2.14 4.22 5.64
H -2.10 2.78 6.73
H -1.26 4.39 8.22
H -0.66 5.43 6.91
H 0.91 3.38 8.27
H 1.40 4.54 7.02
H -0.65 2.07 4.79
H 0.03 3.68 4.70
C 3.28 2.35 -4.20
C 4.59 3.05 -4.42
C 5.52 1.86 -4.64
O 5.04 0.97 -3.63
C 3.65 1.14 -3.37
H 2.91 2.09 -5.19
H 2.58 3.06 -3.74
H 4.82 3.61 -3.51
H 4.59 3.77 -5.23
H 6.55 2.07 -4.33
H 5.45 1.36 -5.61
H 3.49 1.39 -2.32
H 3.02 0.32 -3.73
C -0.80 6.08 -4.62
C -1.46 5.93 -3.27
C -1.93 7.40 -2.95
O -0.85 8.18 -3.55
C -0.21 7.47 -4.68
H -1.56 5.87 -5.38
H -0.08 5.28 -4.76
H -0.66 5.57 -2.62
H -2.26 5.19 -3.19
H -2.11 7.55 -1.89
H -2.91 7.66 -3.35
H 0.85 7.33 -4.45
H -0.41 7.90 -5.66
C -1.04 -0.69 -5.38
C -2.01 0.35 -4.79
C -1.23 0.91 -3.60
O 0.15 0.80 -3.98
C 0.33 -0.05 -5.12
H -1.17 -1.01 -6.41
H -1.05 -1.61 -4.79
H -2.99 0.05 -4.43
H -2.15 1.18 -5.50
H -1.46 0.38 -2.68
H -1.56 1.95 -3.50
H 1.10 -0.82 -4.99
H 0.62 0.56 -5.97
C 0.96 -5.15 -3.89
C 0.39 -4.02 -3.06
C -1.11 -4.11 -3.36
O -1.05 -4.41 -4.78
C 0.18 -4.94 -5.19
H 0.66 -6.11 -3.47
H 2.04 -5.18 -4.04
H 0.83 -3.09 -3.42
H 0.60 -4.18 -2.00
H -1.63 -3.20 -3.08
H -1.58 -4.92 -2.79
H 0.69 -4.23 -5.84
H 0.07 -5.88 -5.73
C 0.21 6.00 0.70
O -0.69 5.17 1.42
H 1.21 5.68 0.97
H -0.05 6.02 -0.36
H 0.15 6.98 1.17
H -0.54 4.23 1.25
C 0.18 2.54 -0.79
O 0.20 2.78 0.60
C 0.28 1.63 1.42
C -0.88 0.57 1.45
O -0.81 -0.16 0.21
C -1.84 -1.07 0.03
H 0.91 1.81 -1.15
H 0.37 3.38 -1.46
H -0.78 2.08 -1.01
H 0.21 2.05 2.42
H 1.24 1.15 1.20
H -1.87 1.02 1.50
H -0.78 -0.10 2.31
H -1.79 -1.90 0.73
H -1.75 -1.42 -1.00
H -2.85 -0.65 0.07
C -2.96 -0.91 3.80
O -2.71 -2.29 3.70
C -3.79 -3.06 3.15
C -3.59 -4.55 3.33
O -3.56 -4.83 4.74
C -3.37 -6.14 5.08
H -3.90 -0.78 4.35
H -3.15 -0.49 2.81
H -2.16 -0.38 4.31
H -3.85 -2.88 2.07
H -4.72 -2.78 3.64
H -2.68 -4.86 2.83
H -4.36 -5.05 2.74
H -3.21 -6.21 6.16
H -2.55 -6.55 4.48
H -4.29 -6.70 4.98
C -4.75 2.91 3.56
O -4.73 3.46 2.29
C -3.53 3.99 1.83
C -3.59 4.32 0.34
O -3.25 3.20 -0.56
C -4.30 2.26 -0.60
H -4.04 2.09 3.66
H -5.75 2.48 3.69
H -4.56 3.65 4.34
H -2.79 3.19 1.92
H -3.23 4.75 2.55
H -2.87 5.11 0.08
H -4.50 4.87 0.08
H -5.08 2.77 -1.18
H -4.63 1.96 0.39
H -3.95 1.38 -1.13
C 1.63 -1.28 -0.95
O 2.85 -1.48 -1.60
C 3.87 -1.78 -0.73
C 5.01 -2.39 -1.48
O 6.15 -2.75 -0.66
C 7.07 -3.56 -1.38
H 1.64 -0.57 -0.12
H 1.23 -2.22 -0.57
H 0.85 -0.97 -1.64
H 3.60 -2.48 0.06
H 4.19 -0.83 -0.29
H 5.40 -1.67 -2.21
H 4.66 -3.25 -2.04
H 6.73 -4.57 -1.57
H 7.96 -3.74 -0.77
H 7.47 -3.10 -2.28
C 0.45 -8.68 -1.45
O 0.53 -7.90 -0.24
C -0.48 -6.97 -0.30
C -0.29 -5.80 0.64
O 0.81 -4.93 0.40
C 1.13 -4.09 1.51
H 0.50 -8.11 -2.37
H -0.42 -9.34 -1.48
H 1.32 -9.33 -1.47
H -1.40 -7.50 -0.05
H -0.57 -6.49 -1.28
H -0.16 -6.24 1.64
H -1.21 -5.22 0.70
H 1.37 -4.62 2.43
H 0.29 -3.41 1.62
H 2.07 -3.54 1.38
*
```

Below is a 2-piece molecular cluster, C5H14 overall, with properties calculated with ωB97M-V with the def2-TZVPD basis set.

Calculated values
SMILES: CCC.CC

Geometry as ORCA input:
```
! wB97M-V def2-TZVPD RIJCOSX def2/J DEFGRID3
* xyz 0 1
C -1.60 -0.96 0.44
C -1.83 0.29 -0.39
C -1.87 -0.78 1.93
H -2.20 -1.79 0.03
H -0.58 -1.33 0.28
H -1.26 1.14 -0.03
H -2.51 0.09 2.15
H -2.33 -1.64 2.40
H -0.95 -0.60 2.49
H -1.54 0.12 -1.43
H -2.88 0.59 -0.42
C 1.85 1.00 -1.24
C 3.01 0.23 -0.60
H 1.00 0.34 -1.44
H 1.52 1.82 -0.61
H 2.16 1.39 -2.21
H 3.05 -0.80 -0.95
H 2.98 0.24 0.49
H 3.97 0.65 -0.90
*
```

Energy relative to the best compared isomer or geometry (same formula, charge and spin) across the listed records, respectively: 61.33; 228.51; 16.69 kJ/mol.